[1]
ORCA calculation (wB97M-V/def2-TZVPD) on a structure of composition C27H38AlBBeBrCl2F5InMgN7O12S3 at a distorted geometry.

XYZ file:
```
100
Properties=species:S:1:pos:R:3:lowdin_charge:R:1
C 2.20 2.22 3.99 -0.24
C 1.54 3.39 3.07 -0.71
Cl 1.60 5.08 3.75 0.64
C 0.95 3.16 1.80 -0.62
Cl 0.91 1.38 1.22 0.51
In 0.05 4.67 0.39 0.71
C 0.38 6.83 0.93 -0.29
C 1.92 7.30 0.96 -0.29
C 2.85 6.68 -0.19 -0.18
C 3.62 5.37 0.37 -0.23
N 4.89 5.06 -0.44 0.00
C 5.64 4.09 0.44 -0.46
N 6.96 4.25 0.57 0.16
N 5.02 2.96 1.17 0.08
B 0.67 4.09 -1.72 -0.57
O 0.17 4.74 -2.90 0.07
O 1.62 2.95 -1.96 -0.48
C -2.24 4.35 0.47 -0.05
C -2.79 3.17 -0.46 0.00
C -4.32 2.82 -0.58 0.02
C -5.29 3.73 0.28 0.15
C -4.74 4.89 1.24 0.05
C -3.21 5.22 1.34 -0.01
H 2.57 1.33 3.36 -0.08
H 3.14 2.61 4.57 -0.01
H 1.37 1.92 4.74 0.11
H -0.04 7.01 1.99 0.04
H -0.27 7.49 0.24 0.06
H 1.91 8.45 0.78 0.12
H 2.44 7.17 1.98 0.09
H 2.33 6.52 -1.20 0.11
H 3.69 7.46 -0.39 0.13
H 2.98 4.42 0.35 0.05
H 4.00 5.65 1.42 0.15
H 4.52 4.45 -1.21 0.02
H 7.19 5.06 -0.04 0.07
H 4.17 2.61 0.71 0.02
H 4.84 3.21 2.16 0.07
H -0.08 5.67 -2.71 0.11
H 1.94 2.73 -1.03 -0.05
H -2.04 2.53 -1.07 0.10
H -4.71 1.99 -1.27 0.09
H -6.42 3.52 0.19 0.15
H -5.46 5.55 1.85 0.13
H -2.79 6.04 2.01 0.11
Mg 3.43 2.69 -2.01 1.09
C 2.37 -4.29 0.33 -0.12
C 2.14 -2.92 -0.31 -0.23
C 2.08 -1.79 0.72 -0.30
C 0.96 -2.03 1.69 -0.24
N 0.07 -2.22 2.45 0.22
H 1.54 -4.55 1.00 0.08
H 2.42 -5.06 -0.44 0.09
H 3.30 -4.32 0.90 -0.01
H 1.20 -2.95 -0.87 0.11
H 2.94 -2.72 -1.02 0.13
H 1.93 -0.83 0.22 0.07
H 3.02 -1.72 1.28 -0.18
N 0.24 -5.87 -4.33 -0.20
S 1.30 -7.02 -4.27 0.59
O 0.81 -8.38 -4.11 -0.16
O 2.57 -6.72 -3.64 -0.19
F 1.73 -7.04 -5.80 -0.13
S -0.44 -5.63 -2.92 0.54
O -1.63 -4.82 -2.98 -0.27
O 0.42 -5.35 -1.79 -0.28
F -1.05 -7.05 -2.55 -0.16
Al 3.80 -2.58 2.32 1.03
Br 0.83 0.91 -2.71 0.24
N -4.94 -0.79 -1.76 0.09
C -4.39 -1.94 -2.19 -0.11
C -3.08 -2.30 -1.93 -0.04
C -2.29 -1.43 -1.19 -0.07
C -2.83 -0.24 -0.74 -0.07
C -4.16 0.03 -1.04 -0.18
H -5.05 -2.58 -2.77 0.12
H -2.67 -3.24 -2.30 0.06
H -1.25 -1.68 -0.97 0.09
H -2.25 0.46 -0.16 0.08
H -4.63 0.95 -0.71 0.02
C -6.02 -1.73 2.35 -0.61
F -5.55 -2.03 1.11 0.11
F -6.96 -2.66 2.63 0.13
F -5.00 -1.96 3.20 0.12
S -6.68 0.01 2.47 0.53
O -7.76 0.08 1.49 -0.21
O -5.55 0.88 2.14 -0.23
O -7.14 0.16 3.84 -0.19
C 3.11 -10.60 -3.07 -0.65
O 2.69 -9.41 -3.15 0.27
O 2.14 -11.48 -3.33 0.23
O 4.23 -11.03 -2.79 0.31
H 1.47 -10.78 -3.48 0.14
Be 4.44 0.89 4.32 0.41
C -2.04 -5.93 0.99 -0.05
C -0.73 -6.65 0.88 -0.25
N 0.31 -7.21 0.80 0.12
H -2.55 -6.22 1.91 0.08
H -1.87 -4.85 1.00 0.07
H -2.67 -6.18 0.13 0.08
```

Calculated values
orbital gap = 1.9 eV
charge = +2
energy = -223043.6103 eV
HOMO = -12.59 eV
F_max = 5.779 eV/Å
LUMO energy = -10.7 eV

[2]
ORCA calculation (wB97M-V/def2-TZVPD) on a structure of composition C27H38BrClGaN3O6 at a distorted geometry.

XYZ file:
```
77
Properties=species:S:1:pos:R:3:lowdin_charge:R:1
O -2.59 -1.18 0.40 -0.10
C -2.43 -1.30 -0.82 -0.28
C -1.99 -2.73 -1.15 -0.23
C -0.88 -3.24 -0.48 -0.08
H -0.22 -2.54 0.03 0.09
C -0.65 -4.61 -0.39 -0.09
H 0.21 -4.98 0.21 0.11
C -1.50 -5.49 -1.07 -0.09
H -1.34 -6.59 -1.03 0.10
C -2.59 -4.96 -1.83 -0.08
H -3.24 -5.66 -2.38 0.10
C -2.81 -3.58 -1.84 -0.06
H -3.65 -3.16 -2.41 0.12
H -3.42 -1.11 -1.34 0.13
C -2.23 0.85 -2.90 -0.12
C -1.14 -0.05 -2.12 -0.27
H -2.27 0.43 -3.93 0.06
H -2.10 1.95 -2.92 0.06
H -3.23 0.54 -2.57 0.06
C -0.56 -1.02 -3.06 -0.12
C -0.20 -0.79 -4.53 -0.14
H -0.35 -2.07 -2.84 0.09
H -0.54 -1.52 -5.30 0.08
H 0.89 -0.87 -4.66 0.08
H -0.48 0.18 -4.98 0.06
Ga 0.10 1.18 -1.05 0.18
Cl 1.14 1.53 -2.86 0.42
C 2.22 2.54 0.04 -0.30
O 0.97 2.51 0.24 -0.03
N 3.08 3.46 0.47 -0.14
C 2.71 4.70 1.14 -0.01
C 4.47 3.34 0.03 -0.02
H 2.67 1.74 -0.58 0.12
H 1.67 4.63 1.48 0.10
H 2.84 5.56 0.47 0.09
H 3.37 4.85 2.00 0.09
H 4.66 2.31 -0.28 0.09
H 5.15 3.60 0.85 0.09
H 4.68 4.01 -0.83 0.10
H -2.27 -2.60 3.81 0.09
H -0.42 -1.10 4.82 0.09
C -1.84 -2.38 2.82 -0.06
C -0.02 -1.04 3.79 -0.06
N -1.08 -1.15 2.83 -0.18
H -2.63 -2.29 2.07 0.07
C -1.61 -0.03 2.24 -0.32
O -0.98 1.01 1.98 -0.01
H 0.52 -0.11 3.66 0.08
H -2.67 -0.19 2.03 0.11
H -1.17 -3.22 2.56 0.09
H 0.66 -1.90 3.66 0.09
H -3.11 5.37 -0.12 0.10
H -4.90 4.15 1.36 0.10
C -3.22 4.53 -0.81 -0.02
C -4.84 3.32 0.64 -0.03
N -3.56 3.33 -0.05 -0.16
H -2.31 4.39 -1.38 0.09
C -2.70 2.32 0.10 -0.16
O -1.51 2.39 -0.41 -0.08
H -4.96 2.37 1.18 0.09
H -3.04 1.45 0.66 0.13
H -4.05 4.76 -1.48 0.10
H -5.68 3.43 -0.07 0.10
Br 2.54 -2.44 -1.22 0.85
C 3.65 -2.02 0.24 -0.61
C 4.93 -2.57 0.30 -0.14
C 5.84 -2.26 1.34 -0.08
C 5.41 -1.37 2.32 -0.10
C 4.15 -0.79 2.28 -0.01
C 3.22 -1.09 1.22 -0.12
C 2.00 -0.14 1.14 -0.54
O 2.11 0.80 1.98 -0.02
O 1.03 -0.28 0.28 -0.12
H 5.28 -3.24 -0.51 0.10
H 6.83 -2.70 1.36 0.10
H 6.09 -1.10 3.15 0.11
H 3.90 -0.06 3.01 0.10
```

Calculated values
relative energy (zero: lowest compared OMol25 entry of this formula, charge and spin) = 143.61 kJ/mol
orbital gap (spin up / spin down) = 7.2 / 7.2 eV
energy = -180308.9888 eV
HOMO (spin up / spin down) = -7.33 / -7.33 eV
F_max = 3.874 eV/Å
LUMO energy (spin up / spin down) = -0.2 / -0.2 eV